72
Properties=species:S:1:pos:R:3:forces:R:3 method="wB97M-V/def2-TZVPD" e_lumo_ev="-14.946 / -14.966" homo_energy_ha="-0.663 / -0.663" charge=+4
Mn -0.798517 -0.000462 -0.024722 -1.1145 0.3311 0.2788
Se -3.647420 0.358647 -0.610125 0.1046 0.0707 0.3447
Se -2.715541 -0.583605 -2.547177 0.4584 0.0826 -0.1473
C -2.051227 -2.128986 -1.643175 -0.1816 -0.0909 -0.2202
C -2.407896 -3.399644 -2.055458 0.0208 0.2573 0.0540
C -1.928666 -4.486520 -1.338904 0.0941 -0.0979 0.1229
C -1.114829 -4.264891 -0.235433 -0.1193 0.0922 -0.0556
C -0.799634 -2.965713 0.111298 0.1688 -0.1794 0.2336
N -1.266274 -1.914439 -0.583075 0.5632 0.5236 0.4419
C -2.679416 2.015569 -0.664257 -0.3916 0.0066 0.0125
C -3.301656 3.243058 -0.764722 0.0772 -0.2943 0.0391
C -2.506761 4.381984 -0.687912 0.0881 0.0977 0.0202
C -1.133008 4.246256 -0.529310 0.0059 -0.1466 -0.0615
C -0.583428 2.978614 -0.456779 0.3301 0.2479 -0.0830
N -1.356370 1.884265 -0.516367 0.6344 -0.8392 0.3514
H -3.071768 -3.529152 -2.899923 0.0039 0.0241 -0.0291
H -2.205281 -5.493016 -1.626059 0.0047 -0.0165 -0.0125
H -0.740164 -5.085678 0.360043 0.0288 0.0118 0.0191
H -0.170943 -2.750795 0.964523 -0.0042 -0.0112 -0.0478
H -4.374923 3.305626 -0.887580 -0.0170 -0.0231 -0.0180
H -2.960575 5.363094 -0.751865 0.0107 0.0222 -0.0113
H -0.486470 5.109885 -0.464370 0.0255 0.0123 -0.0192
H 0.480943 2.828861 -0.334674 0.0081 -0.0033 -0.0513
C 0.274769 1.793726 4.853844 -0.1015 0.0534 -0.0516
As 0.716512 0.177071 3.941099 0.4933 0.0391 0.2010
C 2.546135 0.114099 3.417311 0.0679 -0.0038 -0.1292
C 0.177430 -1.368256 4.923463 -0.1328 -0.0737 -0.0607
S -0.670319 0.192391 2.173511 -0.4170 -0.2989 -1.9591
H 0.862810 1.801758 5.774379 0.0038 -0.0079 0.0245
H -0.788405 1.791154 5.090073 0.0115 0.0292 0.0351
H 0.538284 2.651081 4.237311 0.0083 0.0008 0.0186
H 3.138330 0.133919 4.334896 0.0004 -0.0002 0.0239
H 2.781440 0.987112 2.811237 0.0345 -0.0161 0.0012
H 2.739539 -0.810055 2.876513 0.0370 0.0087 -0.0034
H 0.764912 -1.372881 5.844476 0.0104 0.0239 0.0220
H 0.385746 -2.268300 4.348214 0.0087 0.0023 0.0214
H -0.883258 -1.289428 5.158596 0.0131 -0.0309 0.0360
C 0.584321 -0.051364 -0.835106 -1.1229 0.2288 0.7855
Ge 1.691329 -0.027840 -2.638429 2.1551 -0.3331 -0.9306
C 1.249128 1.574861 -3.564916 -0.6623 0.0810 0.1357
C 2.072090 2.702792 -3.497408 0.0425 0.1147 0.1026
C 1.791190 3.804830 -4.293148 0.1673 -0.0665 0.0699
C 0.701659 3.785526 -5.151900 -0.0443 0.0981 -0.0646
C -0.130605 2.675274 -5.212164 -0.0821 -0.1043 -0.0091
C 0.131779 1.575256 -4.412389 -0.0172 0.1773 -0.0016
C 1.119596 -1.721623 -3.349019 -0.6343 -0.1426 0.1361
C 0.707274 -1.816066 -4.683263 -0.1629 -0.0120 0.1198
C 0.430715 -3.061749 -5.233082 0.0747 0.0718 -0.0629
C 0.575013 -4.207544 -4.465541 -0.0283 -0.1072 -0.0456
C 0.996311 -4.120164 -3.144604 0.0560 -0.0402 0.0914
C 1.264251 -2.883174 -2.582178 -0.0667 0.0865 -0.0826
C 3.595381 -0.194815 -2.257142 0.4694 -0.0437 0.4225
C 4.464961 0.246976 -3.283924 -1.2363 0.0019 0.4689
C 5.805581 -0.048130 -3.231198 0.8075 -0.5680 0.6814
C 6.314631 -0.783146 -2.151212 -0.4756 0.0936 0.0451
C 5.466308 -1.221730 -1.116653 1.0124 0.2060 -0.6253
C 4.128251 -0.927902 -1.169083 -0.9507 0.5209 -0.6449
H 2.947743 2.719514 -2.858244 -0.0228 -0.0389 0.0176
H 2.440759 4.669419 -4.263799 0.0119 -0.0024 0.0040
H 0.506559 4.639219 -5.787798 -0.0130 0.0034 0.0021
H -0.970113 2.663161 -5.894531 0.0037 0.0031 -0.0145
H -0.509191 0.705826 -4.481351 -0.0389 0.0034 0.0272
H 0.633245 -0.936145 -5.308373 -0.0058 -0.0112 -0.0146
H 0.127460 -3.138750 -6.269051 0.0321 0.0131 -0.0069
H 0.382973 -5.177072 -4.907169 -0.0028 0.0043 0.0033
H 1.141052 -5.023693 -2.565607 0.0266 -0.0049 -0.0014
H 1.624517 -2.830994 -1.559415 0.0807 0.0069 0.0062
H 4.073493 0.806637 -4.125375 0.0295 -0.0056 -0.0341
H 6.477684 0.274740 -4.015742 -0.0746 0.0246 -0.0111
H 7.373005 -1.012425 -2.111680 -0.0794 -0.0021 0.0011
H 5.885777 -1.790720 -0.297696 -0.0434 0.0102 0.0206
H 3.471889 -1.271508 -0.377005 -0.0418 -0.0707 0.0676


79
Properties=species:S:1:pos:R:3:forces:R:3 method="wB97M-V/def2-TZVPD" multiplicity=3 e_lumo_ev="-13.096 / -13.095" homo_energy_ha="-0.644 / -0.644" de_lowest_kj_mol=0.0 charge=+4 s_squared=2.043
Re -0.632815 0.313297 0.479975 0.1403 -0.4886 -0.1402
C 0.062717 0.676720 3.719784 0.0164 -0.0087 -0.0087
C -1.149095 -0.144725 3.422457 0.0339 0.0183 -0.1248
C -2.026605 -0.823763 4.234775 -0.0544 -0.0157 0.0224
C -2.928341 -1.461809 3.372291 -0.0378 0.0278 0.1301
N -2.615147 -1.166342 2.116520 0.0237 -0.0612 -0.0467
N -1.525563 -0.354713 2.127103 -0.0510 0.0745 -0.0590
B -2.987240 -1.797520 0.732859 0.0954 0.1216 -0.0352
N -1.677927 -2.476394 0.233683 -0.0325 0.2156 -0.0570
C -1.395808 -3.764575 0.047068 -0.0376 -0.1184 0.1341
C -0.073539 -3.899951 -0.332655 -0.0333 -0.0545 -0.0466
C 0.437792 -2.620051 -0.363746 0.0523 0.1076 0.1046
C 1.833232 -2.230466 -0.701662 -0.0410 0.0156 -0.0188
N -0.536176 -1.734285 -0.003909 0.1504 0.2104 -0.0585
N -3.264883 -0.571491 -0.246558 0.2475 -0.0138 -0.1103
C -4.340061 -0.368595 -0.990190 -0.1264 -0.0141 0.0374
C -4.110966 0.714838 -1.843200 -0.0693 -0.0036 -0.0325
C -2.833474 1.140354 -1.572203 -0.0582 -0.1257 0.1253
C -2.070373 2.242113 -2.219050 0.0123 0.0684 0.0284
N -2.314646 0.350499 -0.584403 0.1447 0.2260 -0.1090
N -4.187961 -2.630099 0.804292 -0.2848 0.0052 0.3023
C -4.660917 -3.737385 0.148018 0.0101 0.0571 -0.0166
C -5.953866 -3.922940 0.525447 -0.0113 -0.1079 -0.2573
C -6.250457 -2.854386 1.402794 -0.3909 0.1819 0.3526
C -7.556745 -2.569913 2.083261 0.1993 -0.0711 -0.0645
N -5.204433 -2.071230 1.572378 0.3246 -0.2124 -0.1847
H 0.757079 0.124862 4.352684 -0.0227 0.0012 0.0305
H 0.618609 0.937803 2.803321 -0.0344 -0.0332 0.0201
H -0.190136 1.607412 4.228943 -0.0123 -0.0090 0.0187
H -2.021589 -0.872164 5.311359 -0.0020 -0.0151 -0.0172
H -3.774837 -2.096578 3.583970 0.0165 0.0051 -0.0081
H -2.136627 -4.525720 0.223491 -0.0228 -0.0023 -0.0093
H 0.450222 -4.814470 -0.554010 -0.0142 0.0090 -0.0136
H 2.330946 -3.072037 -1.178463 0.0034 -0.0094 0.0321
H 1.859479 -1.389065 -1.389747 -0.0093 0.0076 -0.0145
H 2.406267 -1.968767 0.189657 -0.0185 0.0203 0.0074
H -5.211554 -0.995299 -0.868394 0.0192 0.0057 -0.0274
H -4.798198 1.122015 -2.566455 0.0124 -0.0093 0.0101
H -2.695346 2.708194 -2.979202 -0.0139 0.0092 0.0108
H -1.782411 3.012820 -1.495730 0.0194 -0.0202 -0.0228
H -1.181946 1.833015 -2.712004 -0.0762 -0.0987 0.0371
H -4.073452 -4.302088 -0.555675 0.0527 -0.0043 0.0141
H -6.615869 -4.713101 0.212208 0.0147 0.0135 0.0011
H -8.133053 -3.484198 2.203815 0.0056 -0.0140 -0.0098
H -7.396029 -2.129538 3.064740 0.0165 0.0318 -0.0074
H -8.154343 -1.876297 1.491954 -0.0099 0.0014 -0.0223
C 4.172285 2.740720 -0.586214 -0.0839 0.0235 -0.0630
C 3.499687 1.623528 -1.336002 -0.0945 -0.1816 0.0860
N 2.434572 0.899132 -0.733860 0.1177 0.1565 -0.1400
C 1.069382 3.125952 0.289121 0.0909 0.0233 -0.0839
C 2.160542 3.984349 0.435605 0.1510 0.0446 0.0300
C 3.572086 3.730316 0.075769 -0.1150 0.0201 0.0526
C 1.936561 5.193184 1.140625 0.0084 -0.0107 0.0067
C 0.716599 5.512773 1.670588 -0.0109 -0.0126 -0.0070
C -0.349463 4.582932 1.634244 -0.0194 0.1392 0.0687
C -1.598010 4.809761 2.262699 0.0147 0.0596 0.0205
C -2.549154 3.826586 2.243756 -0.0135 -0.0396 -0.0156
C -2.235449 2.597521 1.655364 0.1134 0.0603 -0.0251
N -1.066605 2.346610 1.060004 -0.0916 0.1518 0.1437
C -0.140558 3.357125 0.988902 -0.1021 -0.2276 -0.0700
H 5.256072 2.734659 -0.619850 -0.0057 0.0110 -0.0126
H 4.226487 0.916797 -1.732880 0.0121 -0.0253 0.0115
H 4.242676 4.464595 0.508816 -0.0149 0.0104 -0.0082
H 2.767813 5.875174 1.267084 -0.0152 0.0063 0.0021
H 0.573960 6.462150 2.173388 0.0027 -0.0092 -0.0021
H -1.783943 5.755279 2.759710 0.0087 -0.0102 -0.0071
H -3.517590 3.960958 2.705565 0.0058 -0.0002 -0.0033
H -2.945180 1.780005 1.689257 -0.0110 0.0052 0.0064
S 1.086170 1.646251 -0.662318 -0.1563 -0.1774 0.1143
C 1.554761 2.537969 -2.439701 -0.0572 0.0027 -0.1094
N 0.928392 3.210874 -3.410220 -0.0779 0.0255 0.1123
C 1.544768 3.623327 -4.540119 0.0448 0.0333 -0.0782
C 2.889524 3.361955 -4.706875 -0.0543 0.0306 -0.0312
C 3.536205 2.696892 -3.686574 0.1170 -0.0577 0.0553
N 2.839011 2.298885 -2.600664 0.0662 0.0182 0.0529
H -0.064500 3.409961 -3.297212 0.0213 0.0086 0.0019
H 0.936336 4.146640 -5.270155 0.0108 -0.0020 0.0018
H 3.415708 3.673768 -5.600270 -0.0010 -0.0058 -0.0009
H 4.596462 2.464736 -3.707425 -0.0078 0.0056 -0.0055